{
  "formula": "C3H6N4O",
  "method": "the ωB97M-V functional and the def2-TZVPD basis",
  "species": ["C", "C", "C", "H", "H", "H", "H", "H", "H", "N", "N", "N", "N", "O"],
  "positions_angstrom": [[-0.9698, 0.6158, -0.3863], [-0.3445, 1.7070, -0.2930], [1.2635, -0.0361, -0.1192], [-2.8392, -0.3362, 1.2253], [-1.8165, -1.2999, -0.2824], [-0.7401, 2.5674, -0.0529], [1.7663, 1.8263, 0.5827], [2.7997, -1.5755, -0.1981], [0.0157, -1.8327, 0.5805], [-2.1819, -0.1170, 0.1024], [1.0749, 1.4175, -0.2204], [2.2824, -0.5901, 0.1276], [-0.0378, -0.5120, -0.7701], [-0.2729, -1.8345, -0.2962]],
  "de_lowest_kcal_mol": 205.8,
  "e_lumo_ev": 0.4,
  "energy_ha": -411.88096,
  "homo_ev": -7.86,
  "gap_ev": 8.28
}